29
Properties=species:S:1:pos:R:3:mulliken_charge:R:1 method="wB97M-V/def2-TZVPD" largest_force_ev_per_a=1.8 total_charge=0 spin_multiplicity=1 total_energy_ev=-11698.5806 smiles=CCc1ccccc1.CCC e_homo_ha=-0.333 gap_ha=0.367
C -0.4018 3.4023 0.2460 -1.23
C -0.8509 1.9402 0.2401 -0.67
C -0.2047 1.2203 -0.9216 0.48
C 1.1774 0.9908 -0.8397 -0.33
C 1.8119 0.4610 -1.9408 -0.57
C 1.0777 -0.0135 -3.0308 -0.42
C -0.2923 0.0829 -3.0248 -0.50
C -0.9549 0.7164 -1.9596 -0.37
H -0.1038 3.8415 1.1862 0.35
H -1.1860 4.0097 -0.2004 0.31
H 0.4337 3.5230 -0.4394 0.36
H -0.5176 1.5251 1.1802 0.13
H -1.9341 1.8441 0.2771 0.53
H 1.6916 1.2911 0.0631 0.47
H 2.8843 0.2779 -1.9330 0.34
H 1.5767 -0.5291 -3.8435 0.38
H -0.9074 -0.3431 -3.8021 0.39
H -2.0249 0.8887 -1.9803 0.36
C 0.9809 -2.1426 2.5504 -1.20
C 0.0445 -2.7678 1.5153 -0.22
C -1.3548 -2.1140 1.4600 -0.81
H 0.6830 -2.4841 3.5440 0.37
H 0.8058 -1.0704 2.6455 0.27
H 2.0157 -2.3031 2.2665 0.32
H 0.5549 -2.7046 0.5489 0.32
H -0.0735 -3.8263 1.7392 0.29
H -1.4623 -1.5090 2.3681 0.29
H -1.3436 -1.3451 0.6865 0.03
H -2.1258 -2.8622 1.3990 0.35

56
Properties=species:S:1:pos:R:3:mulliken_charge:R:1 method="wB97M-V/def2-TZVPD" largest_force_ev_per_a=2.6 total_charge=+2 spin_multiplicity=2 s_squared=0.755 total_energy_ev=-90225.1894 e_homo_ha="-0.451 / -0.449" gap_ha="0.229 / 0.222"
Cu -0.2187 -0.9009 -0.8621 -0.18
C -1.2349 -3.9542 -1.2730 -1.00
O -1.4110 -2.6848 -0.6426 -0.30
C -1.8108 -2.7452 0.6862 0.30
C -2.8439 -3.5600 1.1130 -0.70
C -3.1959 -3.5826 2.4549 -0.67
C -2.5141 -2.7899 3.3664 -0.84
C -1.4866 -1.9652 2.9538 -0.34
C -1.1240 -1.9292 1.6029 1.16
N -0.1065 -1.1543 1.0831 0.18
N 0.6491 -0.4550 1.8034 0.04
C 1.6736 0.2875 1.4435 0.15
C 2.1523 0.4068 0.0770 1.07
O 1.5345 -0.0497 -0.9384 -0.59
C 3.3940 1.0863 -0.1056 -1.10
C 4.0577 1.6832 0.9173 -0.84
C 3.5426 1.6996 2.2383 0.78
C 4.1812 2.4024 3.2712 -0.97
C 3.6487 2.4112 4.5369 -0.54
C 2.4868 1.6898 4.8123 -0.82
C 1.8523 0.9828 3.8161 -0.33
C 2.3544 0.9854 2.5100 0.52
H -0.7758 -4.6665 -0.5863 0.38
H -2.1916 -4.3485 -1.6172 0.34
H -0.5767 -3.8019 -2.1249 0.29
H -3.3737 -4.1693 0.3991 0.38
H -4.0045 -4.2187 2.7812 0.44
H -2.7821 -2.8175 4.4118 0.43
H -0.9468 -1.3605 3.6656 0.46
H 3.7987 1.1067 -1.1061 0.48
H 5.0003 2.1740 0.7279 0.43
H 5.0932 2.9346 3.0512 0.43
H 4.1272 2.9771 5.3173 0.42
H 2.0845 1.6906 5.8135 0.43
H 0.9577 0.4194 4.0317 0.42
N -0.0898 2.4508 -5.3117 -0.26
C -0.0908 0.9950 -4.9813 -0.77
C -0.2504 0.7714 -3.4604 -0.53
N -0.3154 -0.6244 -3.0851 -0.35
H -0.0188 2.5979 -6.3280 0.38
H 0.7030 2.9266 -4.8597 0.37
H -0.9554 2.8992 -4.9822 0.36
H 0.8469 0.5586 -5.3307 0.43
H -0.9174 0.5192 -5.5152 0.39
H -1.1713 1.2549 -3.1245 0.40
H 0.5938 1.2126 -2.9233 0.30
H 0.5284 -1.1245 -3.3454 0.36
H -1.1266 -1.0979 -3.4676 0.31
S -2.3407 3.1025 0.1883 -0.08
C -3.5373 1.9585 -0.2610 -0.30
C -2.9582 0.7979 -0.6678 -0.95
N -1.6024 0.8095 -0.6477 0.84
C -1.1425 1.9465 -0.2170 -0.48
H -4.5807 2.1959 -0.2048 0.47
H -3.4737 -0.0895 -0.9848 0.41
H -0.0941 2.1531 -0.1217 0.36

15
Properties=species:S:1:pos:R:3:mulliken_charge:R:1 method="wB97M-V/def2-TZVPD" largest_force_ev_per_a=4.4 total_charge=-1 spin_multiplicity=1 total_energy_ev=-24752.9234 e_homo_ha=-0.060 gap_ha=0.185
C 0.3022 -0.5380 -1.4025 -0.43
C -0.2849 -1.6413 -0.7886 -0.43
C 1.7734 1.0579 0.0978 0.16
C -3.0469 0.5790 -0.1931 0.62
C 1.4466 0.5059 1.4445 -0.13
C 0.0624 0.2639 0.8691 -0.91
N 0.5945 0.4143 -0.4675 0.36
O -3.5800 0.1919 0.7174 -0.33
O 2.5259 1.9578 -0.3279 -0.68
O -2.6651 1.0439 -1.1681 -0.33
S -0.6250 -1.5612 0.9083 -0.24
H 0.7311 -0.4599 -2.3599 0.45
H -0.7663 -2.4190 -1.3565 0.37
H 1.9095 -0.5249 1.7048 0.17
H 1.6225 1.1296 2.3222 0.35

7
Properties=species:S:1:pos:R:3:mulliken_charge:R:1 method="wB97M-V/def2-TZVPD" largest_force_ev_per_a=5.2 total_charge=-1 spin_multiplicity=1 total_energy_ev=-12656.2978 e_homo_ha=-0.149 gap_ha=0.306
N -1.2701 -0.0010 -1.0624 -0.37
N -1.6269 -0.0695 -0.0308 0.93
N 1.1894 0.0883 0.0100 0.97
O -2.0469 -0.2322 1.0095 -0.58
O 1.0737 -0.9515 -0.6529 -0.61
O 0.7836 0.1752 1.1670 -0.65
O 1.8971 0.9907 -0.4404 -0.69

53
Properties=species:S:1:pos:R:3:mulliken_charge:R:1 method="wB97M-V/def2-TZVPD" largest_force_ev_per_a=3.4 total_charge=0 spin_multiplicity=1 total_energy_ev=-45674.0901 e_homo_ha=-0.348 gap_ha=0.354
C 0.6496 3.9322 0.5983 -1.16
N 0.0901 2.6385 0.3263 -0.30
C 0.9235 1.7115 -0.4382 0.39
C 0.1487 0.4521 -0.8604 -0.18
S 1.2754 -0.8399 -1.3848 -0.24
C 1.4450 2.3503 -1.7262 0.33
O 0.4116 3.0976 -2.2197 -0.47
O 2.4854 2.4106 -2.3342 -0.61
H 0.2093 4.3347 1.5274 0.33
H 1.7289 4.0214 0.4070 0.35
H 0.2929 4.6610 -0.1625 0.36
H -0.8641 2.7181 0.0135 0.28
H 1.6947 1.3991 0.2565 0.00
H -0.7371 0.5675 -1.5416 0.33
H -0.3685 0.2000 0.0432 0.19
H 2.4473 -0.7080 -0.7592 0.10
H 0.3924 3.5458 -3.0653 0.36
H 4.0119 1.2718 2.2302 0.31
H 4.6914 0.2220 1.4354 0.30
O 3.9777 0.3150 2.0803 -0.69
H 2.1407 0.3863 2.1594 0.28
H 0.7120 1.1331 2.2782 0.37
O 1.2376 0.3552 2.5281 -0.69
H -4.3842 0.8480 -1.0904 0.29
H -4.5604 -0.1477 -2.1676 0.42
O -4.8682 0.0335 -1.2515 -0.67
H -2.6891 -3.2637 -0.0218 0.25
H -1.2706 -2.9865 -0.2026 0.49
O -2.1511 -2.5253 -0.3360 -0.81
H -0.0829 -3.6674 1.1812 0.42
H 0.6447 -4.3252 -0.0419 0.32
O -0.2199 -4.2391 0.3652 -0.74
H -3.4271 0.3995 0.3763 0.24
H -2.4507 -0.8469 0.2068 0.34
O -2.5241 0.1199 0.2165 -0.52
H 0.1156 -0.1770 5.5619 0.33
H 0.4955 0.0520 4.1282 0.38
O -0.2910 0.0266 4.7144 -0.65
H -0.5107 -1.9703 -2.6095 0.27
H -1.7911 -2.3104 -1.9573 0.47
O -1.3924 -2.2477 -2.8821 -0.74
H -2.1770 -1.1941 2.4927 0.41
H -1.1306 -0.8064 3.5190 0.38
O -1.8804 -1.4533 3.3760 -0.77
H -0.4918 -2.3978 3.0087 0.45
H -0.4160 -3.8032 3.4946 0.29
O 0.0101 -3.2433 2.8402 -0.71
H -2.4822 -0.2755 -3.2999 0.39
H -3.6752 -1.0608 -3.8271 0.33
O -3.3951 -0.1725 -3.5771 -0.74
H 4.7507 0.9007 -1.5465 0.30
H 3.5861 1.3739 -0.7914 0.27
O 4.3737 0.8324 -0.6605 -0.62

14
Properties=species:S:1:pos:R:3:mulliken_charge:R:1 method="wB97M-V/def2-TZVPD" largest_force_ev_per_a=0.4 total_charge=0 spin_multiplicity=1 total_energy_ev=-9842.7242 e_homo_ha=-0.327 gap_ha=0.356
N 0.9351 0.3623 2.0274 -0.31
C 1.2804 0.7567 0.7736 0.40
O 1.9291 1.7594 0.5365 -0.63
C 0.8046 -0.1776 -0.3333 -0.35
C -0.4244 -0.9979 0.0247 -0.37
C -1.7672 -0.2781 -0.9182 -0.48
O -1.0497 -1.4510 -1.1614 -0.21
H 1.2360 0.9229 2.8093 0.22
H 0.3609 -0.4564 2.1666 0.30
H 1.5779 -0.9480 -0.4733 0.24
H 0.7585 0.3860 -1.2737 0.30
H -1.4746 -0.1094 0.2635 0.28
H -1.4652 0.5864 -1.5084 0.27
H -2.8411 -0.4519 -0.8316 0.33